(1)
{
  "formula": "C32H38ClLiN4O5PS",
  "method": "wB97M-V/def2-TZVPD",
  "elements": ["Li", "Cl", "C", "C", "C", "C", "C", "C", "P", "C", "C", "C", "C", "C", "C", "C", "C", "C", "C", "C", "C", "H", "H", "H", "H", "H", "H", "H", "H", "H", "H", "H", "H", "H", "H", "C", "C", "C", "O", "C", "O", "O", "H", "H", "H", "H", "H", "H", "H", "C", "N", "C", "C", "S", "N", "C", "C", "H", "H", "H", "H", "H", "H", "H", "H", "H", "H", "H", "H", "C", "N", "C", "C", "C", "O", "N", "C", "O", "H", "H", "H", "H", "H"],
  "xyz": [[-1.6311, -0.9381, -0.2769], [1.9201, -0.6580, 0.9096], [3.1698, -0.4184, -0.2457], [4.4216, -0.9703, -0.0411], [5.4196, -0.7410, -0.9751], [5.1454, 0.0219, -2.0968], [3.8844, 0.5619, -2.2848], [2.8676, 0.3707, -1.3542], [1.1148, 1.0099, -1.4953], [1.3164, 2.3060, -0.1939], [0.1625, 2.9147, 0.2912], [0.2231, 3.8950, 1.2649], [1.4413, 4.2520, 1.8191], [2.5922, 3.6231, 1.3744], [2.5359, 2.6714, 0.3699], [1.4316, 1.9624, -3.0356], [1.9535, 3.2486, -3.0316], [2.1720, 3.9114, -4.2249], [1.8412, 3.3102, -5.4269], [1.3023, 2.0339, -5.4386], [1.1087, 1.3605, -4.2474], [4.6185, -1.5547, 0.8460], [6.4088, -1.1500, -0.8203], [5.9225, 0.2168, -2.8243], [3.6893, 1.1599, -3.1626], [-0.7808, 2.6338, -0.1479], [-0.6864, 4.3887, 1.5814], [1.4950, 5.0235, 2.5774], [3.5504, 3.8844, 1.8043], [3.4584, 2.2281, 0.0221], [2.1892, 3.7293, -2.0948], [2.6021, 4.9035, -4.2160], [2.0057, 3.8395, -6.3553], [1.0501, 1.5600, -6.3788], [0.7020, 0.3577, -4.2450], [-2.5766, 1.3472, 2.4675], [-1.8466, 0.0171, 2.3152], [-1.0577, -0.3314, 3.5749], [-1.0030, 0.0519, 1.1784], [-2.9101, -1.1121, 2.0429], [-3.6315, -1.4425, 2.9803], [-2.9144, -1.5712, 0.8771], [-1.8772, 2.1497, 2.7075], [-3.3192, 1.2726, 3.2569], [-3.0774, 1.5828, 1.5294], [-0.4232, 0.4962, 3.8986], [-0.4346, -1.1986, 3.3717], [-1.7628, -0.5851, 4.3621], [-0.3940, 0.7966, 1.2597], [-0.3528, -3.9295, 4.7371], [0.2076, -4.0208, 3.4096], [1.5408, -3.4900, 3.2870], [-0.5713, -4.2232, 2.3109], [-0.0669, -3.8093, 0.7901], [-1.7774, -4.8434, 2.5436], [-2.8177, -4.6815, 1.5500], [-1.7674, -6.1583, 3.1516], [-0.0637, -2.9760, 5.1876], [0.0151, -4.7361, 5.3817], [-1.4378, -3.9687, 4.6830], [2.1977, -4.0015, 3.9938], [1.5635, -2.4167, 3.4955], [1.8908, -3.6454, 2.2700], [-2.9330, -3.6246, 1.3101], [-3.7467, -5.0449, 1.9863], [-2.6036, -5.2329, 0.6282], [-0.8780, -6.2977, 3.7618], [-1.7740, -6.9346, 2.3732], [-2.6568, -6.2859, 3.7742], [-3.7936, 0.0506, -3.4587], [-2.9337, 1.1891, -3.2643], [-3.1834, 2.3964, -3.8361], [-2.4032, 3.4610, -3.5953], [-1.2521, 3.3176, -2.7076], [-0.5171, 4.2615, -2.4378], [-1.0526, 2.0754, -2.1737], [-1.8501, 1.0516, -2.3804], [-1.7029, -0.0461, -1.8229], [-4.6118, 0.3266, -4.1230], [-4.1857, -0.2820, -2.4938], [-3.2198, -0.7730, -3.8904], [-4.0529, 2.4415, -4.4837], [-2.5992, 4.4293, -4.0262]],
  "mulliken_charge": [0.943, 0.188, 0.673, -0.942, -0.464, -1.038, -0.453, -0.014, 0.230, 1.268, -0.577, -0.933, -0.945, -0.540, -0.721, 0.549, -0.006, -0.847, -0.528, -0.830, -0.473, 0.471, 0.364, 0.403, 0.380, 0.687, 0.522, 0.369, 0.409, 0.381, 0.399, 0.381, 0.355, 0.383, 0.472, -2.026, 2.095, -1.583, 0.397, 0.221, -0.773, -0.875, 0.378, 0.471, 0.363, 0.455, 0.013, 0.501, -0.477, -1.271, 0.088, -1.107, 0.469, -0.366, 0.268, -0.804, -1.150, 0.446, 0.320, 0.407, 0.310, 0.286, 0.369, 0.094, 0.312, 0.331, 0.402, 0.350, 0.309, -0.922, 0.339, 0.020, -1.216, 0.721, -0.713, 0.505, -0.263, -0.792, 0.331, 0.283, 0.252, 0.299, 0.419],
  "homo_energy_ev": -5.1,
  "spin_multiplicity": 1,
  "orbital_gap_ev": 7.64,
  "total_charge": -1
}


(2)
{
  "formula": "C24H63ClN5O11",
  "method": "wB97M-V/def2-TZVPD",
  "elements": ["Cl", "O", "O", "O", "O", "C", "O", "C", "C", "N", "C", "C", "O", "C", "H", "H", "H", "H", "H", "H", "H", "H", "H", "H", "H", "H", "H", "H", "H", "C", "O", "C", "C", "N", "C", "C", "O", "C", "H", "H", "H", "H", "H", "H", "H", "H", "H", "H", "H", "H", "H", "H", "H", "C", "C", "C", "O", "C", "N", "H", "H", "H", "H", "H", "H", "H", "H", "H", "H", "H", "C", "C", "C", "O", "C", "N", "H", "H", "H", "H", "H", "H", "H", "H", "H", "H", "H", "C", "C", "C", "O", "C", "N", "H", "H", "H", "H", "H", "H", "H", "H", "H", "H", "H"],
  "xyz": [[1.0735, 0.5324, -0.5952], [0.0381, 0.3159, 0.4144], [0.7089, -0.2801, -1.7320], [1.0661, 1.9335, -0.9513], [2.3308, 0.1357, -0.0202], [2.2809, -5.0215, 2.3880], [1.6221, -3.8282, 2.7248], [2.5181, -2.7194, 2.6665], [1.7286, -1.4768, 2.9903], [1.4706, -1.4332, 4.4210], [0.6037, -0.2855, 4.7534], [0.2851, -0.2368, 6.2324], [-0.8913, -1.0137, 6.4922], [-1.1535, -1.0106, 7.8637], [3.0361, -5.3026, 3.1387], [2.7701, -4.9335, 1.4121], [1.5458, -5.8260, 2.4149], [3.0102, -2.6965, 1.6843], [3.3405, -2.8670, 3.3831], [0.8130, -1.5002, 2.3896], [2.2864, -0.5881, 2.6900], [0.9919, -2.2871, 4.6914], [-0.3067, -0.3817, 4.1483], [1.1774, 0.6023, 4.4846], [0.0426, 0.8180, 6.3986], [1.0835, -0.7254, 6.7919], [-1.2089, -0.0124, 8.3128], [-0.4484, -1.6348, 8.4306], [-2.1327, -1.4673, 8.0401], [-1.3089, 2.5344, 3.3539], [-1.2525, 3.7055, 2.5741], [0.0485, 3.8365, 1.9880], [-0.0126, 4.8307, 0.8485], [1.2471, 4.7801, 0.0985], [1.1744, 5.6007, -1.1012], [2.6226, 5.7833, -1.5350], [2.8439, 6.4450, -2.7815], [2.3877, 7.7579, -2.8013], [-0.3710, 2.3719, 3.8960], [-1.6553, 1.6904, 2.7588], [-1.9893, 2.7396, 4.1907], [0.3501, 2.8521, 1.6019], [0.7685, 4.1491, 2.7517], [-0.1123, 5.8235, 1.3081], [-0.9018, 4.6916, 0.2244], [1.3726, 3.7958, -0.1208], [0.6606, 6.5324, -0.8783], [0.6298, 5.0161, -1.8542], [3.0596, 4.8017, -1.7249], [3.1825, 6.2301, -0.7032], [1.3728, 7.9039, -2.4192], [2.4384, 8.0859, -3.8376], [3.0375, 8.3861, -2.1729], [-0.3371, -3.2648, 0.4624], [-1.5988, -3.3664, -0.3845], [-2.6868, -4.1696, 0.2900], [-3.8329, -4.2373, -0.5177], [-4.8691, -5.0054, 0.0491], [-2.0919, -1.9982, -0.7559], [-0.4952, -2.8650, 1.4623], [0.3958, -2.6774, -0.0925], [0.1091, -4.2562, 0.6075], [-1.3575, -3.9615, -1.2759], [-2.9063, -3.7934, 1.3078], [-2.3140, -5.1944, 0.4768], [-5.8214, -4.4901, -0.0600], [-4.7121, -5.1028, 1.1344], [-4.8446, -6.0215, -0.3557], [-1.2160, -1.4701, -0.8219], [-2.2802, -1.7625, 0.2317], [0.7421, -4.9554, -5.0428], [1.3672, -3.8841, -4.1316], [2.7093, -3.3986, -4.7142], [2.4617, -2.7519, -5.9554], [3.1267, -1.5098, -6.1295], [0.4464, -2.7749, -3.8568], [0.5287, -4.5244, -6.0208], [-0.1534, -5.3168, -4.5458], [1.5028, -5.7247, -5.1928], [1.7287, -4.4319, -3.2488], [3.3246, -4.2866, -4.9075], [3.1946, -2.7362, -3.9932], [4.0987, -1.5135, -5.6319], [2.5038, -0.6760, -5.7943], [3.3016, -1.3765, -7.1991], [0.7172, -2.0914, -4.5651], [0.7785, -2.3321, -2.9993], [-3.3102, 3.0809, 0.2423], [-3.3127, 2.3202, -1.0817], [-2.3180, 2.8826, -2.0500], [-2.2872, 2.2023, -3.2761], [-1.0260, 2.2772, -3.8842], [-3.0890, 0.8443, -0.8659], [-3.8895, 2.5002, 0.9534], [-3.5906, 4.1317, 0.1508], [-2.2587, 3.0904, 0.5261], [-4.2845, 2.2930, -1.5993], [-1.3401, 2.8721, -1.5396], [-2.5848, 3.9316, -2.2634], [-1.0545, 1.7709, -4.8481], [-0.2289, 1.8037, -3.3038], [-0.7484, 3.3358, -4.0180], [-2.0678, 0.8336, -0.7645], [-3.4047, 0.5974, 0.0692]],
  "mulliken_charge": [1.387, -0.500, -0.599, -0.666, -0.768, -0.895, -0.214, -0.873, 0.237, -0.511, -0.388, -0.668, -0.299, -0.786, 0.320, 0.331, 0.269, 0.461, 0.434, -0.299, 0.331, 0.312, 0.284, 0.324, 0.418, 0.377, 0.312, 0.298, 0.256, -0.549, -0.453, -0.009, -0.418, -0.330, -0.283, -0.552, -0.347, -0.671, 0.203, 0.121, 0.404, -0.181, 0.466, 0.331, 0.149, 0.342, 0.478, 0.048, 0.215, 0.381, 0.285, 0.252, 0.270, -1.122, 0.518, -1.140, -0.304, -0.772, -0.555, 0.189, 0.253, 0.474, 0.226, 0.418, 0.443, 0.260, 0.335, 0.248, 0.073, 0.395, -1.510, 0.676, -0.850, -0.335, -0.699, -0.636, 0.290, 0.384, 0.351, 0.313, 0.327, 0.447, 0.343, 0.231, 0.246, 0.278, 0.187, -0.955, 0.220, 0.011, -0.414, -0.477, -0.519, 0.419, 0.389, -0.169, 0.289, -0.251, 0.417, 0.285, 0.084, 0.288, 0.117, 0.250],
  "homo_energy_ev": -6.1,
  "spin_multiplicity": 1,
  "orbital_gap_ev": 8.63,
  "total_charge": -1
}


Total energy in a.u., matching the order above: -3044.894147; -2513.473760
Lowest unoccupied orbital energy in eV, matching the order above: 2.574; 2.542
Energy above the lowest of the compared OMol25 structures with the same formula, charge and spin in kJ/mol, matching the order above: 116.2; 73.4